1.
Below is the molecule C4H12N3 at a distorted geometry, with properties calculated with ωB97M-V/def2-TZVPD.

Properties
* HOMO energy (alpha / beta): -2.19 / -7.72 eV
* ⟨S²⟩: 0.75
* charge: 0
* spin multiplicity: 2
* ΔE to the lowest compared entry with this formula, charge and spin: 74.8 kcal/mol
* total energy: -8807.8068 eV
* maximum force: 6.46 eV/A
* gap between HOMO and LUMO (alpha / beta): 2.859 / 8.332 eV

Atoms and positions in Å:
C (-0.39167, -0.03763, 1.49195)
C (0.86269, 0.59981, 1.00799)
C (0.84250, 1.44669, -0.40209)
N (-0.36844, -1.33170, -1.39937)
C (-0.58997, -0.12949, -1.90175)
N (-0.21727, 1.06720, -1.47477)
N (-0.40008, -1.51611, 1.12229)
H (-1.24739, 0.45811, 1.09354)
H (-0.51800, -0.04592, 2.53395)
H (1.18555, 1.31166, 1.78525)
H (1.75685, -0.06614, 0.88654)
H (0.64286, 2.44587, -0.07459)
H (1.85229, 1.59371, -0.82418)
H (-0.49887, -2.15534, -2.11668)
H (-1.20768, -0.03206, -2.78407)
H (-0.46077, 1.93393, -2.06951)
H (-0.30672, -1.63929, 0.01161)
H (0.42158, -2.01550, 1.58908)
H (-1.35746, -1.88780, 1.52479)


2.
Below is the ion C4H12N3 with charge +1 at a distorted geometry, with properties calculated with ωB97M-V/def2-TZVPD.

Properties
* HOMO energy: -12.15 eV
* SMILES: N/C=C(\[NH3+])CCN
* charge: +1
* ΔE to the lowest compared entry with this formula, charge and spin: 101.3 kcal/mol
* total energy: -8803.3428 eV
* maximum force: 3.48 eV/A
* gap between HOMO and LUMO: 8.140 eV

Atoms and positions in Å:
N (1.44127, -0.75342, 2.43464)
C (0.68137, -1.33625, 1.44288)
C (0.06650, -0.55486, 0.43726)
N (-0.75537, 0.57753, 1.04255)
C (-0.29754, -0.74202, -1.06665)
C (0.11771, 0.53483, -1.89200)
N (-0.73480, 1.69046, -1.46115)
H (2.29698, -0.46196, 1.89348)
H (1.71892, -1.44262, 3.15417)
H (0.24210, -2.27995, 1.72161)
H (-0.18247, 0.92113, 1.86511)
H (-1.11543, 1.21585, 0.34461)
H (-1.64534, -0.01648, 1.26579)
H (-1.32123, -0.83356, -1.21881)
H (0.13209, -1.67578, -1.54706)
H (1.27791, 0.60410, -1.81622)
H (-0.12677, 0.17181, -3.03818)
H (-1.65930, 1.86628, -1.96963)
H (-0.13659, 2.51490, -1.59241)


3.
Below is a cluster of 2 separate species, C4H12N3 in total, with properties calculated with ωB97M-V/def2-TZVPD.

Properties
* HOMO energy: -11.10 eV
* charge: +1
* ΔE to the lowest compared entry with this formula, charge and spin: 42.3 kcal/mol
* total energy: -8805.9005 eV
* maximum force: 0.85 eV/A
* gap between HOMO and LUMO: 7.396 eV

Atoms and positions in Å:
C (-0.01994, 1.84057, 0.82432)
N (-2.44469, -0.70690, 1.87666)
C (-1.37444, 0.04544, 1.74203)
N (-1.22453, 0.99853, 0.87020)
H (0.20956, 2.07297, -0.20872)
H (0.80661, 1.29377, 1.26296)
H (-0.16093, 2.73549, 1.42116)
H (-3.26567, -0.60716, 1.29546)
H (-2.45595, -1.42697, 2.58096)
H (-0.55261, -0.18607, 2.40671)
H (-1.94783, 1.13880, 0.17783)
C (2.81808, -0.77686, -1.14870)
C (1.52339, -0.68080, -1.44498)
N (0.94192, -0.94583, -2.68250)
H (3.52966, -1.02231, -1.91685)
H (3.08622, -0.73991, -0.10485)
H (0.80240, -0.31112, -0.72419)
H (1.53266, -0.77185, -3.48285)
H (0.01580, -0.58488, -2.83860)